1.
{
  "formula": "C32H26N5O2PdS",
  "method": "ωB97M-V with the def2-TZVPD basis set",
  "symbols": ["Pd", "C", "C", "N", "C", "C", "C", "C", "C", "C", "C", "C", "N", "C", "N", "H", "H", "H", "H", "H", "H", "H", "H", "H", "S", "C", "O", "C", "C", "C", "C", "C", "C", "N", "C", "C", "C", "C", "C", "C", "C", "O", "H", "H", "H", "H", "H", "H", "H", "H", "H", "H", "H", "H", "H", "N", "C", "C", "C", "C", "C", "C", "C", "H", "H", "H", "H"],
  "coordinates": [[-0.49168, -1.15706, 0.75141], [0.82480, -1.10481, -3.33068], [0.63699, -1.09532, -1.93332], [-0.44128, -1.43447, -1.27545], [-1.63280, -1.76824, -2.03832], [-1.42272, -1.91740, -3.51783], [-0.21227, -1.53397, -4.10305], [-2.53843, -2.32778, -4.20863], [-3.63489, -2.85799, -3.53519], [-3.45065, -3.33515, -2.23686], [-4.32352, -4.24555, -1.58469], [-3.94463, -4.78723, -0.40260], [-2.71379, -4.58205, 0.15876], [-1.95035, -3.72811, -0.44878], [-2.31019, -3.01850, -1.54484], [1.77462, -0.80782, -3.74588], [1.46032, -0.78007, -1.30393], [-2.39677, -1.00092, -1.86490], [-0.10762, -1.59175, -5.18124], [-2.55486, -2.25291, -5.29077], [-4.54694, -3.12327, -4.04780], [-5.26042, -4.50200, -2.05775], [-4.60429, -5.45015, 0.14352], [-0.95112, -3.56396, -0.07923], [1.37027, -2.63450, 0.87686], [-0.09148, -2.59283, 5.98926], [0.53291, -1.44097, 5.41595], [1.35320, -1.61812, 4.38150], [1.69507, -2.83490, 3.85678], [2.59396, -2.90189, 2.76809], [3.22503, -1.71298, 2.29808], [2.83898, -0.47422, 2.83496], [1.87388, -0.41822, 3.79590], [1.43130, 0.86278, 4.21407], [0.22133, 1.31822, 4.55575], [-1.04506, 0.78989, 4.43484], [-2.07156, 1.43681, 5.19961], [-3.34417, 0.97331, 5.19625], [-3.64885, -0.17949, 4.41023], [-2.71584, -0.78293, 3.61935], [-1.38971, -0.27808, 3.55309], [-0.50828, -0.72939, 2.76378], [-0.71012, -2.22221, 6.79876], [0.65935, -3.27849, 6.38160], [-0.71176, -3.09236, 5.24374], [1.27530, -3.74118, 4.26125], [2.92843, -3.86302, 2.40394], [4.04193, -1.77223, 1.59416], [3.26139, 0.44135, 2.44148], [2.17077, 1.54919, 4.26848], [0.28092, 2.28485, 5.04614], [-1.80187, 2.28875, 5.81312], [-4.11265, 1.45615, 5.78229], [-4.65737, -0.57528, 4.43150], [-2.95562, -1.63920, 3.00246], [-6.47059, 3.14172, 0.96779], [-5.54291, 2.47644, 0.84267], [-4.38069, 1.63172, 0.70219], [-4.53090, 0.25344, 0.57273], [-3.40729, -0.55396, 0.49209], [-2.11966, -0.01203, 0.53071], [-1.99183, 1.37040, 0.62458], [-3.10792, 2.19019, 0.71635], [-5.52456, -0.17591, 0.55350], [-3.55491, -1.62516, 0.42683], [-1.00826, 1.82638, 0.63588], [-2.99760, 3.26372, 0.80140]],
  "forces_ev_per_a": [[-0.26, 0.27, 0.29], [0.05, 0.04, 0.19], [0.32, 0.11, 0.08], [-0.25, -0.25, -0.21], [0.30, -0.13, -0.06], [0.09, 0.04, 0.07], [-0.13, -0.06, -0.19], [-0.09, 0.02, -0.23], [-0.10, 0.17, 0.14], [-0.29, -0.18, -0.14], [0.05, 0.03, -0.09], [0.01, -0.09, 0.17], [0.00, 0.08, -0.21], [-0.06, -0.14, 0.13], [0.22, 0.27, 0.04], [0.01, 0.01, 0.06], [0.06, -0.03, -0.01], [-0.12, 0.05, 0.07], [-0.07, 0.00, 0.02], [0.03, -0.10, 0.02], [0.01, 0.00, 0.00], [-0.01, 0.01, 0.03], [0.03, -0.02, -0.02], [0.03, 0.08, 0.08], [1.28, -0.01, 0.57], [0.06, 0.10, -0.10], [-0.15, 0.14, 0.24], [-0.01, -0.27, -0.06], [-0.01, 0.35, 0.35], [-0.61, 0.09, -1.08], [-0.66, -0.19, -0.32], [0.23, -0.13, -0.15], [-0.30, 0.29, -0.05], [0.11, -0.34, -0.01], [0.27, 0.08, 0.28], [-0.13, 0.41, 0.25], [-0.17, 0.02, 0.05], [0.08, -0.16, -0.12], [0.06, 0.10, 0.02], [-0.18, 0.03, 0.00], [-0.22, -0.26, 0.02], [0.31, -0.07, -0.31], [-0.01, 0.02, 0.01], [0.01, -0.03, 0.02], [-0.01, -0.03, 0.00], [-0.01, -0.06, -0.07], [0.25, 0.02, 0.29], [-0.12, -0.05, -0.11], [-0.02, -0.02, -0.04], [-0.01, -0.04, 0.04], [0.04, 0.02, -0.03], [0.01, 0.00, -0.02], [-0.01, -0.04, -0.01], [0.01, 0.01, 0.00], [-0.02, 0.03, 0.03], [-0.04, 0.04, 0.01], [0.19, -0.16, -0.05], [-0.17, 0.08, 0.04], [0.01, 0.00, -0.01], [0.03, 0.07, -0.05], [-0.12, -0.23, 0.14], [0.09, 0.04, -0.03], [0.06, 0.06, -0.02], [0.02, -0.01, 0.00], [0.01, -0.07, 0.00], [0.00, 0.01, 0.04], [0.01, -0.01, 0.00]],
  "mulliken_charge": [-0.27, -1.31, 0.02, 0.09, 0.18, 0.14, -0.46, -0.48, -1.44, 1.32, -0.83, -0.40, -0.61, 0.21, 0.34, 0.42, 0.39, 0.28, 0.43, 0.45, 0.42, 0.44, 0.40, 0.40, -0.18, -1.02, -0.40, 0.97, -0.43, -0.83, -0.82, -0.72, 0.21, 0.02, -0.68, 0.71, -0.86, -1.00, -0.34, -0.70, 1.54, -0.36, 0.26, 0.40, 0.41, 0.50, 0.63, 0.43, 0.43, 0.38, 0.44, 0.38, 0.44, 0.47, 0.51, -0.50, -0.23, 0.32, -0.83, 0.60, 0.09, -0.53, -0.74, 0.52, 0.35, 0.51, 0.50],
  "homo_lumo_gap_ev": 5.068,
  "total_charge": 1
}



2.
{
  "formula": "H4OS",
  "method": "ωB97M-V with the def2-TZVPD basis set",
  "symbols": ["O", "H", "H", "S", "H", "H"],
  "coordinates": [[-1.77863, -1.43598, 1.39529], [-1.77019, -1.73099, 0.45659], [-1.76082, -0.45334, 1.34664], [1.92084, 1.65506, -0.66195], [1.99988, 0.31159, -0.63818], [1.38893, 1.65366, -1.89839]],
  "forces_ev_per_a": [[0.03, 0.69, -1.02], [-0.02, 0.37, 1.01], [-0.01, -1.05, 0.01], [-0.09, -0.20, -0.17], [0.00, 0.19, 0.00], [0.08, 0.00, 0.17]],
  "mulliken_charge": [-0.65, 0.32, 0.33, -0.30, 0.15, 0.15],
  "homo_lumo_gap_ev": 10.574,
  "smiles": "O.S"
}



3.
{
  "formula": "C30H5BrCl80F5IO4S",
  "method": "ωB97M-V with the def2-TZVPD basis set",
  "symbols": ["O", "S", "O", "O", "C", "Br", "C", "I", "C", "F", "F", "C", "C", "C", "C", "C", "C", "F", "F", "F", "C", "O", "H", "H", "H", "H", "H", "C", "Cl", "Cl", "Cl", "Cl", "C", "Cl", "Cl", "Cl", "Cl", "C", "Cl", "Cl", "Cl", "Cl", "C", "Cl", "Cl", "Cl", "Cl", "C", "Cl", "Cl", "Cl", "Cl", "C", "Cl", "Cl", "Cl", "Cl", "C", "Cl", "Cl", "Cl", "Cl", "C", "Cl", "Cl", "Cl", "Cl", "C", "Cl", "Cl", "Cl", "Cl", "C", "Cl", "Cl", "Cl", "Cl", "C", "Cl", "Cl", "Cl", "Cl", "C", "Cl", "Cl", "Cl", "Cl", "C", "Cl", "Cl", "Cl", "Cl", "C", "Cl", "Cl", "Cl", "Cl", "C", "Cl", "Cl", "Cl", "Cl", "C", "Cl", "Cl", "Cl", "Cl", "C", "Cl", "Cl", "Cl", "Cl", "C", "Cl", "Cl", "Cl", "Cl", "C", "Cl", "Cl", "Cl", "Cl", "C", "Cl", "Cl", "Cl", "Cl"],
  "coordinates": [[-3.34586, -3.73041, 5.86744], [-4.72066, -3.14072, 5.71632], [-5.37638, -3.26337, 7.05786], [-5.71392, -3.86701, 4.52913], [-5.23078, -3.30096, 3.26638], [-3.82247, -4.58284, 2.70033], [-4.83874, -1.79982, 3.69082], [-6.67604, -0.68312, 3.11674], [-3.72034, -0.99090, 2.87236], [-3.80606, -1.16290, 1.45453], [-3.97916, 0.42002, 3.10102], [-2.22082, -1.22075, 3.42396], [-1.66797, -0.49701, 4.70354], [-0.20587, -0.80090, 5.19598], [0.66782, -1.83543, 4.39543], [0.11692, -2.51977, 3.11004], [0.93594, -3.58649, 2.23505], [2.08826, -3.03845, 1.63086], [1.22227, -4.68380, 3.11123], [0.14350, -4.15468, 1.18026], [-1.31929, -2.19927, 2.63719], [-4.66039, -1.54586, 5.11160], [-6.00582, -3.24552, 2.43497], [-2.36247, 0.23388, 5.25885], [0.25315, -0.29666, 6.11972], [1.72891, -2.13297, 4.71064], [-1.76932, -2.68462, 1.69389], [-2.35096, -1.12749, -2.19706], [-1.61738, -0.57550, -3.72049], [-1.07811, -1.70130, -1.09841], [-3.22499, 0.22080, -1.44018], [-3.48273, -2.45569, -2.53105], [0.91455, 1.65217, -0.09747], [0.49266, 1.09898, -1.73304], [2.66611, 1.94275, -0.00443], [0.04279, 3.15814, 0.26155], [0.45849, 0.40799, 1.08712], [6.97895, 2.55562, 0.34659], [8.25261, 1.37241, 0.71154], [5.39065, 1.76380, 0.44390], [7.05231, 3.88587, 1.52099], [7.21742, 3.19758, -1.29190], [-3.79244, -4.84098, -6.00564], [-2.86660, -6.26996, -5.49762], [-5.47870, -5.01240, -5.47836], [-3.08949, -3.38801, -5.26659], [-3.73507, -4.69635, -7.77635], [9.29283, -2.00195, 2.46142], [9.43602, -3.63225, 3.15221], [8.43634, -2.08950, 0.90745], [8.38612, -0.96208, 3.58046], [10.91558, -1.32281, 2.20577], [-10.71315, 1.47655, 2.83038], [-11.53512, 1.97898, 4.32254], [-8.98865, 1.20301, 3.17252], [-11.44392, -0.02667, 2.22841], [-10.88219, 2.75080, 1.60429], [-9.12420, -4.82052, 5.54786], [-9.28048, -3.23397, 4.75661], [-10.70874, -5.32838, 6.17215], [-8.53983, -6.01546, 4.36801], [-7.97195, -4.70329, 6.88867], [5.55266, -0.00314, -3.51168], [6.03401, 1.23053, -4.69563], [4.43808, 0.71667, -2.33159], [4.74425, -1.34579, -4.34954], [6.99472, -0.61199, -2.66971], [3.61580, 4.15272, 3.83053], [4.10309, 5.38320, 2.64508], [2.49539, 4.87401, 5.00649], [2.81107, 2.80969, 2.99112], [5.05406, 3.54385, 4.67915], [1.68104, 8.02864, 0.65954], [1.44673, 8.99380, -0.81487], [0.92283, 8.85690, 2.03580], [0.93597, 6.43067, 0.44520], [3.41840, 7.83373, 0.97211], [-9.92727, -5.51910, 0.18538], [-8.55171, -6.62227, -0.03566], [-10.06903, -4.45754, -1.23277], [-11.42041, -6.46361, 0.37026], [-9.66653, -4.53327, 1.64007], [-7.12247, -1.17916, -5.24902], [-6.38393, -0.62155, -6.76566], [-5.85071, -1.76244, -4.15052], [-7.98926, 0.17021, -4.47952], [-8.27300, -2.49101, -5.59907], [6.18333, 2.54328, -8.69953], [7.45766, 2.20120, -9.88953], [5.49105, 1.01384, -8.11751], [6.87721, 3.44087, -7.33062], [4.90895, 3.51919, -9.46106], [-1.02343, 10.82677, 4.86566], [-0.88006, 9.19710, 5.55908], [-1.87625, 10.73501, 3.30900], [-1.93613, 11.86668, 5.98001], [0.59875, 11.50823, 4.61457], [4.98003, 6.18267, -3.06909], [3.72717, 7.32031, -2.52778], [4.39415, 4.51733, -2.86626], [5.34682, 6.47646, -4.78299], [6.45235, 6.41685, -2.10030], [2.38396, -0.22471, -10.14708], [1.18341, -0.09989, -11.45101], [2.10442, -1.71791, -9.22536], [4.01761, -0.25885, -10.84810], [2.22934, 1.17689, -9.06430], [14.00405, -2.03217, 5.33799], [12.80300, -1.90148, 4.03329], [13.71497, -3.52219, 6.26221], [15.63813, -2.07655, 4.63806], [13.86062, -0.62830, 6.41763], [20.02878, -2.24960, 3.68967], [20.93743, -3.69183, 4.19043], [18.33747, -2.40337, 4.21463], [20.75058, -0.80675, 4.43363], [20.08825, -2.09660, 1.92055], [-9.25478, -5.18904, -8.30655], [-10.01675, -4.68651, -6.78032], [-7.52960, -5.50114, -8.03567], [-10.03844, -6.66950, -8.89869], [-9.44018, -3.89752, -9.51226], [-9.44738, 3.82975, -2.53628], [-8.20517, 4.13297, -1.30270], [-9.49583, 5.19177, -3.67570], [-9.05924, 2.33554, -3.41826], [-11.03316, 3.65689, -1.75297]],
  "forces_ev_per_a": [[-3.65, 2.08, -2.41], [1.96, -2.92, 6.19], [0.54, 1.44, -4.53], [1.61, 2.47, 0.26], [0.37, -0.05, 0.78], [-0.44, 0.84, -0.22], [-0.58, 2.19, -2.16], [0.44, -0.79, 0.32], [1.89, 1.48, 0.30], [-0.04, -0.12, 3.25], [0.48, -2.70, -0.42], [3.25, -0.87, 0.62], [1.83, -2.33, -1.78], [-1.34, -2.01, -3.40], [-2.96, 0.48, -1.39], [-2.45, 2.26, 1.10], [-0.90, -0.51, 0.41], [-2.44, -1.70, 1.63], [0.17, 2.45, -2.35], [1.96, 1.53, 2.40], [0.74, 1.39, 2.42], [-0.36, -3.87, -1.40], [0.94, -0.43, 1.50], [1.40, -1.31, -0.96], [-0.98, -0.87, -1.67], [-1.84, 0.72, -0.34], [1.03, 0.86, 1.75], [-0.04, 0.07, 0.25], [-0.17, -0.16, 0.14], [-0.39, -0.20, -0.25], [0.17, -0.21, -0.17], [0.47, 0.37, 1.03], [-0.10, -0.10, -0.13], [0.23, 0.36, 0.31], [-0.97, 0.03, -0.35], [0.11, -0.29, -0.03], [0.13, 0.28, -0.08], [0.16, 0.05, -0.06], [-0.24, 0.24, -0.08], [1.02, 0.20, 0.54], [0.03, -0.24, -0.24], [0.01, -0.27, 0.34], [0.10, 0.05, -0.04], [-0.14, 0.23, -0.09], [0.35, -0.01, -0.02], [0.01, -0.66, -0.87], [-0.06, -0.05, 0.24], [-0.15, -0.09, 0.02], [0.01, 0.30, -0.12], [0.15, -0.05, 0.26], [0.19, -0.18, -0.19], [-0.99, 0.17, -0.77], [-0.32, 0.07, -0.08], [0.19, -0.11, -0.25], [-0.61, 0.48, 0.02], [0.19, 0.24, 0.11], [0.11, -0.28, 0.24], [0.04, -0.16, 0.20], [0.05, -0.19, 0.11], [0.22, 0.09, -0.17], [-0.03, 0.12, 0.35], [-0.35, -0.03, -0.33], [-0.03, 0.08, -0.02], [-0.07, -0.21, 0.29], [0.10, -0.32, -0.67], [0.13, 0.20, 0.11], [-0.21, 0.11, -0.09], [0.07, -0.06, 0.00], [-0.25, -0.49, 0.44], [0.17, -0.09, -0.19], [0.18, 0.36, 0.46], [-0.22, 0.07, -0.10], [-0.04, -0.06, 0.10], [-0.02, -0.09, 0.26], [0.15, -0.15, -0.27], [0.21, 0.26, 0.02], [-0.30, 0.42, -0.27], [-0.03, 0.05, -0.02], [-0.20, 0.18, 0.05], [0.04, -0.17, 0.21], [0.27, 0.17, -0.02], [-0.11, -0.07, -0.42], [-0.03, -0.16, 0.01], [-0.12, -0.13, 0.27], [-0.64, 0.44, -0.38], [0.64, -1.06, -0.51], [0.43, 0.41, 0.08], [-0.06, -0.11, -0.01], [-0.22, 0.06, 0.20], [0.36, 0.38, 0.02], [-0.11, -0.12, -0.19], [0.25, -0.13, 0.12], [-0.03, 0.04, 0.03], [-0.01, 0.26, -0.14], [0.15, 0.02, 0.28], [0.16, -0.18, -0.19], [-0.28, -0.13, 0.03], [-0.07, 0.00, 0.01], [0.27, -0.26, -0.16], [0.05, 0.28, -0.06], [-0.04, -0.07, 0.26], [-0.28, 0.07, -0.18], [0.02, 0.05, -0.01], [0.20, -0.02, 0.22], [0.06, 0.25, -0.14], [-0.39, -0.05, -0.02], [-0.14, -0.30, -0.24], [0.00, -0.08, 0.03], [0.86, -0.20, 1.02], [0.05, 0.24, -0.15], [-0.92, 0.15, 0.18], [0.03, -0.23, -0.19], [0.07, 0.00, -0.06], [-0.17, 0.25, -0.08], [0.98, -0.08, -0.13], [-0.13, -0.25, -0.12], [-0.01, -0.03, 0.30], [0.07, -0.03, -0.13], [-0.11, -0.33, -0.30], [-0.38, 0.08, -0.08], [0.10, 0.26, 0.12], [0.02, -0.20, 0.23], [-0.03, 0.08, 0.02], [-0.23, -0.08, -0.21], [0.01, -0.24, 0.20], [-0.49, 1.18, 0.59], [0.23, 0.04, -0.16]],
  "mulliken_charge": [-0.53, 1.13, -0.60, -0.07, -0.17, -0.03, -0.59, 0.46, 0.83, -0.11, -0.28, 0.10, -0.46, -0.80, -0.59, 0.03, 0.62, -0.19, -0.24, -0.26, -0.04, -0.23, 0.54, 0.40, 0.35, 0.36, 0.53, 0.12, -0.07, 0.07, -0.06, -0.14, -0.19, -0.06, 0.28, -0.05, 0.16, 0.12, 0.02, 0.02, -0.10, -0.03, 0.21, -0.10, -0.05, 0.04, -0.11, 0.26, -0.11, -0.02, -0.05, -0.09, 0.26, -0.09, -0.17, -0.10, -0.03, 0.25, -0.07, -0.11, -0.08, -0.06, 0.04, 0.03, 0.07, -0.11, -0.06, 0.13, 0.04, -0.11, -0.02, -0.08, 0.15, -0.11, 0.00, 0.01, -0.06, 0.23, -0.11, -0.08, -0.10, 0.05, 0.08, -0.12, 0.16, -0.08, 0.04, 0.33, -0.10, -0.07, -0.08, -0.09, 0.33, -0.08, -0.08, -0.11, -0.08, 0.16, 0.00, 0.05, -0.09, -0.10, 0.32, -0.10, -0.09, -0.08, -0.06, 0.30, 0.01, -0.11, -0.08, -0.11, 0.35, -0.10, -0.08, -0.10, -0.10, 0.30, -0.10, -0.02, -0.10, -0.09, 0.34, -0.09, -0.10, -0.06, -0.10],
  "homo_lumo_gap_ev": 8.738
}



Calculated molecular weight (g mol⁻¹), listed in the same order as above: 651.08, 52.10, 3599.47
Calculated energy relative to the best compared isomer or geometry (same formula, charge and spin) (kJ/mol), listed in the same order as above: 595.3, 10.7, 0.0
Calculated E (eV), listed in the same order as above: -59456.964, -12947.368, -1143726.134